Record 1
# C7H10NS

A gas-phase ion, C7H10NS (charge -1) (the ωB97M-V functional and the def2-TZVPD basis, the OMol25 dataset).

The geometry in XYZ format:
```
19
Properties=species:S:1:pos:R:3:forces:R:3
H 1.402 -0.307 -2.161 -0.4 0.2 0.7
H 0.953 0.960 -0.888 -0.6 0.6 -0.3
H -0.950 2.450 0.055 -0.4 -0.5 0.6
H 0.507 -3.916 1.216 0.0 -0.8 0.3
H -2.466 -0.142 0.206 -1.2 -0.7 1.1
H 2.465 0.125 -0.749 -1.2 -0.3 -0.6
H -0.786 1.616 1.627 -0.2 0.0 0.2
N 0.722 -0.996 -0.146 0.7 4.8 -3.2
C -0.816 -2.194 1.160 1.4 4.2 -2.1
H -1.668 0.589 -1.038 0.5 -0.3 0.2
S -2.049 -2.473 2.241 -1.4 -0.2 0.7
C -1.557 0.359 0.048 2.3 0.2 -1.6
C -0.455 -0.621 0.393 -2.0 -6.0 2.6
H 2.222 -2.374 -0.149 1.7 -0.4 -0.6
C 1.381 0.004 -1.096 1.9 -1.6 1.6
C -1.421 1.704 0.748 -0.4 0.7 -0.4
H -2.441 2.043 1.009 0.6 0.3 0.1
C 1.231 -2.179 0.075 -2.4 -2.0 1.3
C 0.274 -2.967 0.810 1.2 1.9 -0.7
```
Positions in Å, forces in eV/Å.

## Properties
Energy above the lowest of the compared OMol25 structures with the same formula, charge and spin (kcal per mole): 34.5
Net charge: -1
HOMO energy (Ha): -0.060
Total energy (Ha): -725.603427

Atom charges from the Mulliken analysis, given in e for atoms 1 to 2: atom 1 (H): 0.247, atom 2 (H): 0.310

Record 2
# C7H10O

A single C7H10O molecule (the ωB97M-V functional and the def2-TZVPD basis, the OMol25 dataset).

The geometry in XYZ format:
```
18
Properties=species:S:1:pos:R:3:forces:R:3
H -1.353 -0.359 -0.793 1.1 -0.6 0.3
C 1.508 0.369 -1.249 -1.4 -0.6 1.0
H 0.563 1.067 1.148 1.2 0.0 -0.8
C 1.407 -0.718 0.025 1.2 1.4 0.1
C -0.817 0.442 -0.246 -1.4 -1.1 -3.9
H -0.117 2.163 -0.924 1.4 1.4 -0.3
H 1.727 -0.255 -2.151 0.4 1.4 0.5
H -1.814 -1.836 0.407 -1.0 -0.7 0.4
H 2.247 1.037 -0.749 -0.3 0.0 -1.8
H -0.587 1.296 -2.276 -0.5 -0.5 -1.8
O -2.269 -1.725 2.529 1.4 2.3 -6.3
H -1.555 0.801 2.028 2.0 -1.7 -1.9
C -1.901 -1.285 1.363 1.4 -0.5 4.8
C -0.061 1.203 -1.384 1.7 -0.5 3.9
C 0.260 0.149 0.637 1.6 -3.5 1.7
H 1.561 -1.829 -0.351 -1.6 2.2 1.1
C -1.059 0.050 1.182 -6.2 1.3 4.8
H 2.258 -0.572 0.803 -0.9 -0.2 -1.8
```
Positions in Å, forces in eV/Å.

## Properties
Energy above the lowest of the compared OMol25 structures with the same formula, charge and spin (kcal per mole): 163.0
Net charge: 0
HOMO energy (Ha): -0.326
Total energy (Ha): -347.703356

Atom charges from the Mulliken analysis, given in e for atoms 1 to 2: atom 1 (H): 0.128, atom 2 (C): -0.542

Record 3
# C7H10O

A molecular structure, C7H10O (the ωB97M-V functional and the def2-TZVPD basis, the OMol25 dataset).

The geometry in XYZ format:
```
18
Properties=species:S:1:pos:R:3:forces:R:3
C -0.965 1.528 -0.124 1.8 -2.2 -3.5
H 0.706 0.371 -1.654 1.5 -0.4 2.7
O -0.644 -1.058 -0.992 -2.1 0.7 1.1
H -0.735 0.343 1.708 0.9 -4.2 -0.1
C 0.966 0.331 -0.485 1.3 -0.3 -0.7
H 2.005 -1.641 -1.056 -0.1 0.7 1.1
H 0.889 2.192 0.765 -0.1 0.9 0.1
C 0.219 -0.844 0.090 2.7 -0.3 -1.8
C -0.267 -0.868 1.480 -1.4 -0.7 3.7
C -1.300 0.365 -1.155 -2.6 -1.7 1.4
H -1.492 2.401 -0.059 -2.3 1.6 0.5
H -2.351 0.086 -0.883 0.5 0.4 -1.2
H -1.114 0.549 -2.227 -0.4 0.4 0.7
C 1.746 -1.124 -0.094 -3.1 2.2 -3.9
H 0.666 -1.140 2.279 -2.7 1.0 -2.2
H 2.445 -1.174 0.667 0.8 -0.2 1.7
C 0.331 1.590 0.077 3.0 -1.7 1.0
H -1.104 -1.907 1.660 2.4 3.7 -0.6
```
Positions in Å, forces in eV/Å.

## Properties
Energy above the lowest of the compared OMol25 structures with the same formula, charge and spin (kcal per mole): 170.7
Net charge: 0
HOMO energy (Ha): -0.320
Total energy (Ha): -347.691096

Atom charges from the Mulliken analysis, given in e for atoms 1 to 2: atom 1 (C): -0.516, atom 2 (H): 0.190

Record 4
# C7H10O

A molecular structure, C7H10O (the ωB97M-V functional and the def2-TZVPD basis, the OMol25 dataset).

The geometry in XYZ format:
```
18
Properties=species:S:1:pos:R:3:forces:R:3
C -0.196 -1.668 -0.438 1.1 1.3 -0.4
H 1.053 1.053 2.429 0.1 -0.3 -0.8
H -0.175 1.685 -1.251 0.9 -0.7 0.3
O -1.988 -0.529 -1.686 0.6 -4.8 -3.6
C -0.837 -0.374 -0.915 -2.4 -0.5 0.5
C 0.304 0.691 -1.050 0.2 -0.7 -0.7
C -1.154 0.259 0.485 1.9 1.5 -1.2
C 0.456 0.280 0.398 -0.6 2.3 3.6
C 1.258 1.172 1.341 1.0 -0.7 -0.1
C 0.698 -1.160 0.422 -0.5 -2.9 -1.1
H -1.498 1.308 0.501 -0.2 -0.5 -0.3
H -1.873 -1.591 -2.243 -0.6 5.1 2.4
H 1.287 0.480 -1.517 -0.9 0.2 -0.8
H -1.658 -0.343 1.188 -0.3 -0.8 0.9
H 1.008 2.176 1.083 0.0 1.0 0.0
H 2.361 1.029 1.128 -1.1 0.2 0.4
H 1.337 -1.813 0.967 0.8 0.3 0.7
H -0.385 -2.654 -0.842 0.0 0.0 0.3
```
Positions in Å, forces in eV/Å.

## Properties
Energy above the lowest of the compared OMol25 structures with the same formula, charge and spin (kcal per mole): 86.2
Net charge: 0
HOMO energy (Ha): -0.329
Total energy (Ha): -347.825772

Atom charges from the Mulliken analysis, given in e for atoms 1 to 2: atom 1 (C): -0.342, atom 2 (H): 0.331

Which of these has the highest total energy?
number 3

What did the third record say?
# C7H10O

A molecular structure, C7H10O (the ωB97M-V functional and the def2-TZVPD basis, the OMol25 dataset).

The geometry in XYZ format:
```
18
Properties=species:S:1:pos:R:3:forces:R:3
C -0.965 1.528 -0.124 1.8 -2.2 -3.5
H 0.706 0.371 -1.654 1.5 -0.4 2.7
O -0.644 -1.058 -0.992 -2.1 0.7 1.1
H -0.735 0.343 1.708 0.9 -4.2 -0.1
C 0.966 0.331 -0.485 1.3 -0.3 -0.7
H 2.005 -1.641 -1.056 -0.1 0.7 1.1
H 0.889 2.192 0.765 -0.1 0.9 0.1
C 0.219 -0.844 0.090 2.7 -0.3 -1.8
C -0.267 -0.868 1.480 -1.4 -0.7 3.7
C -1.300 0.365 -1.155 -2.6 -1.7 1.4
H -1.492 2.401 -0.059 -2.3 1.6 0.5
H -2.351 0.086 -0.883 0.5 0.4 -1.2
H -1.114 0.549 -2.227 -0.4 0.4 0.7
C 1.746 -1.124 -0.094 -3.1 2.2 -3.9
H 0.666 -1.140 2.279 -2.7 1.0 -2.2
H 2.445 -1.174 0.667 0.8 -0.2 1.7
C 0.331 1.590 0.077 3.0 -1.7 1.0
H -1.104 -1.907 1.660 2.4 3.7 -0.6
```
Positions in Å, forces in eV/Å.

## Properties
Energy above the lowest of the compared OMol25 structures with the same formula, charge and spin (kcal per mole): 170.7
Net charge: 0
HOMO energy (Ha): -0.320
Total energy (Ha): -347.691096

Atom charges from the Mulliken analysis, given in e for atoms 1 to 2: atom 1 (C): -0.516, atom 2 (H): 0.190

Among the records above, which one has the lowest energy above the lowest of the compared OMol25 structures with the same formula, charge and spin?
C7H10NS